No. 1
Here is a structure of composition C6H13N4 in a non-equilibrium geometry from the OMol25 dataset. Energies are from ωB97M-V/def2-TZVPD.

Geometry (Å):
C 2.253 -0.943 -0.003
C 2.400 0.415 -0.154
C 0.270 -0.068 0.139
C 0.362 -2.518 0.372
C -1.999 0.259 -1.197
C -1.784 1.478 0.874
N 0.912 -1.208 0.171
N 1.129 0.938 -0.066
N 3.493 1.191 -0.305
N -1.583 0.247 0.174
H 2.997 -1.711 0.016
H -0.721 -2.448 0.426
H 0.654 -3.173 -0.450
H 0.745 -2.940 1.303
H -1.697 1.154 -1.756
H -1.642 -0.633 -1.708
H -3.091 0.217 -1.179
H -1.496 2.377 0.314
H -2.857 1.533 1.072
H -1.276 1.449 1.837
H 0.888 1.917 -0.107
H 4.376 0.754 -0.511
H 3.388 2.141 -0.618

The electronic energy comes out at -12385.3303 eV. As for the energy above the lowest of the compared OMol25 structures with the same formula, charge and spin: 152.3 kJ/mol. As for the HOMO energy: -0.455 hartree. The calculation puts the HOMO-LUMO gap at 9.5520 eV. The calculation puts the max |F| at 5.313 eV Å⁻¹. The total charge is +1.

=====

No. 2
Here is an isolated molecule of C4H9NO in a non-equilibrium geometry from the OMol25 dataset. Energies are from ωB97M-V/def2-TZVPD.

Geometry (Å):
C 1.117 -1.117 -1.218
N -0.054 -1.149 -0.351
C -0.219 0.000 0.474
C -0.013 1.398 -0.084
C -1.178 0.052 1.562
O 0.265 -0.028 1.795
H 1.105 -0.313 -1.973
H 2.014 -0.995 -0.604
H 1.198 -2.072 -1.743
H -0.899 -1.257 -0.902
H 0.968 1.490 -0.543
H -0.793 1.642 -0.809
H -0.066 2.117 0.742
H -1.675 -0.745 2.072
H -1.769 0.976 1.581

The electronic energy comes out at -7829.7885 eV. As for the energy above the lowest of the compared OMol25 structures with the same formula, charge and spin: 244.2 kJ/mol. As for the HOMO energy: -0.344 hartree. The structure (SMILES) is CN[C@@]1(C)CO1. The calculation puts the HOMO-LUMO gap at 10.3862 eV. The calculation puts the max |F| at 1.041 eV Å⁻¹. The total charge is 0.

=====

No. 3
Here is a cluster of 2 separate species, C10H16O in total in a non-equilibrium geometry from the OMol25 dataset. Energies are from ωB97M-V/def2-TZVPD.

Geometry (Å):
C -2.082 -3.433 0.522
C -1.143 -2.460 -0.103
C -1.514 -1.780 -1.206
C -0.847 -0.536 -1.560
C 0.346 -0.238 -1.014
O 1.329 0.589 -1.142
C 0.801 -1.320 -0.084
C 0.184 -2.291 0.477
H -2.352 -3.062 1.543
H -1.548 -4.430 0.484
H -2.976 -3.621 -0.129
H -2.465 -2.080 -1.789
H -1.355 -0.046 -2.366
H 1.254 1.394 -1.818
H 1.822 -1.004 0.266
H 0.564 -2.911 1.172
C 1.169 1.972 1.737
C 0.652 3.111 0.546
C 0.722 4.480 0.995
H 0.116 1.703 2.242
H 1.838 1.175 1.420
H 1.660 2.318 2.638
H 1.115 2.932 -0.520
H -0.538 2.885 0.690
H 0.274 5.337 0.492
H 0.511 4.737 2.037
H 1.729 4.930 0.924

The electronic energy comes out at -12672.8898 eV. As for the energy above the lowest of the compared OMol25 structures with the same formula, charge and spin: 466.5 kJ/mol. As for the HOMO energy: -0.291 hartree. The structure (SMILES) is Cc1ccc(O)cc1.CCC. The calculation puts the HOMO-LUMO gap at 8.5590 eV. The calculation puts the max |F| at 7.826 eV Å⁻¹. The total charge is 0.

=====

Please write out number 1 again, unchanged.
Here is a structure of composition C6H13N4 in a non-equilibrium geometry from the OMol25 dataset. Energies are from ωB97M-V/def2-TZVPD.

Geometry (Å):
C 2.253 -0.943 -0.003
C 2.400 0.415 -0.154
C 0.270 -0.068 0.139
C 0.362 -2.518 0.372
C -1.999 0.259 -1.197
C -1.784 1.478 0.874
N 0.912 -1.208 0.171
N 1.129 0.938 -0.066
N 3.493 1.191 -0.305
N -1.583 0.247 0.174
H 2.997 -1.711 0.016
H -0.721 -2.448 0.426
H 0.654 -3.173 -0.450
H 0.745 -2.940 1.303
H -1.697 1.154 -1.756
H -1.642 -0.633 -1.708
H -3.091 0.217 -1.179
H -1.496 2.377 0.314
H -2.857 1.533 1.072
H -1.276 1.449 1.837
H 0.888 1.917 -0.107
H 4.376 0.754 -0.511
H 3.388 2.141 -0.618

The electronic energy comes out at -12385.3303 eV. As for the energy above the lowest of the compared OMol25 structures with the same formula, charge and spin: 152.3 kJ/mol. As for the HOMO energy: -0.455 hartree. The calculation puts the HOMO-LUMO gap at 9.5520 eV. The calculation puts the max |F| at 5.313 eV Å⁻¹. The total charge is +1.